This record from the OMol25 dataset describes a molecular structure, C27H33N2O3ReS2 at a distorted geometry. The level of theory is wB97M-V/def2-TZVPD.

LUMO energy (alpha / beta) = 2.6427 / 2.6435 eV
Energy above the lowest of the compared OMol25 structures with the same formula, charge and spin = 26.1 kJ/mol
DFT total energy = -2258.4424 Ha
Orbital gap (alpha / beta) = 5.5 / 4.9 eV
Multiplicity = 2
Net charge = -1

Element x y z (Å)
Re  0.21  -0.04  0.17
C  -3.89  -5.74  -0.55
C  -3.82  -4.29  -0.17
C  -3.80  -3.91  1.17
C  -3.67  -2.58  1.53
C  -3.57  -1.62  0.54
C  -3.61  -1.98  -0.80
C  -3.75  -3.30  -1.15
S  -3.08  0.04  1.01
O  -3.86  0.44  2.16
O  -3.17  0.89  -0.15
N  -1.53  -0.19  1.31
C  -0.94  -0.53  2.45
C  -1.55  -0.68  3.71
C  -0.79  -1.11  4.77
C  0.57  -1.37  4.59
C  1.12  -1.14  3.34
N  0.39  -0.74  2.30
H  -4.37  -6.33  0.22
H  -2.88  -6.13  -0.69
H  -4.42  -5.87  -1.49
H  -3.85  -4.67  1.94
H  -3.63  -2.28  2.56
H  -3.51  -1.20  -1.54
H  -3.78  -3.59  -2.19
H  -2.60  -0.45  3.81
H  -1.24  -1.24  5.75
H  1.19  -1.72  5.40
H  2.17  -1.29  3.13
C  1.89  -2.97  -1.72
C  0.86  -3.13  -0.60
C  0.20  -4.51  -0.69
C  -0.19  -2.01  -0.67
H  2.73  -3.64  -1.59
H  2.23  -1.94  -1.72
H  1.41  -3.19  -2.67
H  1.38  -3.07  0.37
H  -0.37  -4.58  -1.62
H  -0.48  -4.67  0.14
H  0.95  -5.29  -0.69
H  -1.02  -2.33  -0.02
H  -0.59  -2.02  -1.70
O  -0.07  2.09  1.43
S  -0.53  3.43  1.01
C  1.01  4.44  0.77
C  1.25  4.61  -0.72
C  -0.11  4.53  -1.40
C  -0.80  3.32  -0.80
H  1.82  3.90  1.27
H  0.85  5.39  1.28
H  1.87  3.79  -1.08
H  1.75  5.55  -0.93
H  0.01  4.41  -2.48
H  -0.69  5.44  -1.21
H  -0.31  2.38  -1.09
H  -1.87  3.25  -0.99
C  1.54  0.64  -1.00
C  2.46  1.39  -1.70
C  2.16  2.07  -2.91
C  3.07  2.90  -3.52
C  4.34  3.10  -2.97
C  4.67  2.43  -1.79
C  3.78  1.59  -1.17
H  1.17  1.94  -3.33
H  2.80  3.42  -4.43
H  5.05  3.75  -3.46
H  5.65  2.58  -1.35
H  4.02  1.07  -0.26

natural (NBO) atomic charge list, values in e, 4 entries: Re 0.757; C -0.628; C -0.009; C -0.216

This record from the OMol25 dataset describes a gas-phase ion, C5H6ClN2 (charge +1) at a distorted geometry. The level of theory is wB97M-V/def2-TZVPD.

LUMO energy = -5.4479 eV
Energy above the lowest of the compared OMol25 structures with the same formula, charge and spin = 223.4 kJ/mol
DFT total energy = -763.4189 Ha
Orbital gap = 8.5 eV
Net charge = +1

Element x y z (Å)
C  1.49  -0.30  0.29
C  0.64  1.86  -0.23
C  0.59  -1.22  -0.08
C  0.16  -2.37  -0.52
C  -1.42  0.55  0.09
N  1.53  1.00  -0.16
N  -0.70  1.60  0.24
Cl  -1.36  -3.09  -0.02
H  2.32  -0.32  1.00
H  0.73  2.98  -0.48
H  0.59  -3.04  -1.17
H  -1.51  -0.08  -0.89
H  -2.21  0.18  0.81
H  -0.86  2.25  1.11

natural (NBO) atomic charge list, values in e, 4 entries: C -0.042; C 0.265; C -0.057; C -0.181

This record from the OMol25 dataset describes 2 unconnected molecules or ions with the total composition C4H11NO2S2 at a distorted geometry. The level of theory is wB97M-V/def2-TZVPD.

LUMO energy = 0.1496 eV
Energy above the lowest of the compared OMol25 structures with the same formula, charge and spin = 229.5 kJ/mol
DFT total energy = -1160.5453 Ha
Orbital gap = 9.4 eV

Element x y z (Å)
C  2.34  -1.76  -0.63
C  1.48  -0.80  1.79
C  -2.09  2.15  -1.40
C  1.60  -0.68  0.28
N  1.29  0.47  -0.18
O  -3.90  0.11  -0.23
O  -2.35  -1.14  1.13
S  -1.47  1.97  0.31
S  -3.12  0.09  1.04
H  3.10  -2.33  -0.03
H  1.57  -2.51  -0.79
H  2.59  -1.38  -1.57
H  1.27  -1.87  2.07
H  0.69  -0.21  2.10
H  2.24  -0.44  2.49
H  -2.94  1.37  -1.54
H  -1.17  1.69  -2.06
H  -2.41  3.17  -1.64
H  -0.14  1.63  0.06
H  1.40  0.48  -1.20

natural (NBO) atomic charge list, values in e, 4 entries: C -0.680; C -0.688; C -0.761; C 0.375

This record from the OMol25 dataset describes a molecular structure, C4H5AlO4 at a distorted geometry. The level of theory is wB97M-V/def2-TZVPD.

LUMO energy = -10.9469 eV
Energy above the lowest of the compared OMol25 structures with the same formula, charge and spin = 0.0 kJ/mol
DFT total energy = -698.1502 Ha
Orbital gap = 8.6 eV
Net charge = +2

Element x y z (Å)
O  1.91  -0.76  -0.25
C  1.99  2.56  0.05
O  2.58  3.45  0.39
O  -0.46  1.42  0.79
C  -1.42  0.67  0.75
C  -1.42  -0.57  -0.08
O  -0.27  -0.62  -0.89
C  0.84  -1.53  -0.52
Al  0.93  0.83  -0.44
H  -2.33  0.89  1.35
H  -2.33  -0.58  -0.70
H  -1.49  -1.44  0.60
H  0.97  -2.19  -1.40
H  0.49  -2.13  0.34

natural (NBO) atomic charge list, values in e, 4 entries: O -0.808; C 0.492; O -0.171; O -0.642